A cluster of 2 separate species, C6H13NO5 in total. Source: the Open Molecules 2025 dataset; level of theory: ωB97M-V/def2-TZVPD.

Geometry as XYZ:
```
25
Properties=species:S:1:pos:R:3:lowdin_charge:R:1
N -0.11575 0.22741 -0.34318 -0.5270
O 0.30248 1.40815 -0.46674 0.1710
O 0.62937 -0.73977 -0.65332 0.1794
O -1.27769 0.01093 0.09022 0.1730
C 4.51526 -6.08560 3.24382 -0.0941
C 3.73135 -4.78670 3.39937 -0.2099
C 4.59862 -3.55357 3.68325 -0.5769
C 5.44566 -3.76494 4.93271 -0.0500
C 5.48397 -3.23079 2.49088 -0.0426
C 3.67987 -2.35143 3.95587 -0.1517
O 2.90732 -2.21499 2.75688 -0.1414
O 2.04329 -1.20873 2.91382 0.0003
H 3.81206 -6.89323 3.02484 0.0738
H 5.23121 -6.03869 2.41553 0.0738
H 5.05924 -6.36111 4.15454 0.0702
H 3.15264 -4.59067 2.48821 0.1169
H 3.01986 -4.87067 4.23115 0.1211
H 5.98036 -2.83437 5.16896 0.0906
H 4.80028 -4.01550 5.78494 0.0942
H 6.18000 -4.56518 4.79228 0.0829
H 6.01393 -2.28844 2.67215 0.0928
H 6.22505 -4.02443 2.35702 0.0828
H 4.88728 -3.14473 1.57517 0.0935
H 3.02210 -2.53295 4.81988 0.1389
H 4.26683 -1.43598 4.13190 0.1384
```

Properties
**HOMO level (alpha / beta)**: -10.23 / -10.63 eV
**Spin multiplicity**: 1
**F_max**: 2.671 eV/Å
**ΔE to the lowest compared entry with this formula, charge and spin**: 907.6 kJ/mol

***

The ion C6H7F7N3O4S with charge +1. Source: the Open Molecules 2025 dataset; level of theory: ωB97M-V/def2-TZVPD.

Geometry as XYZ:
```
28
Properties=species:S:1:pos:R:3:lowdin_charge:R:1
N -0.64156 -3.32630 -0.09484 0.2375
C -0.55223 -2.05731 -0.49582 -0.3144
N 0.65124 -1.46812 -0.77306 0.0139
O 1.55814 -2.50836 -1.12770 0.0655
C 0.43050 -0.51427 -1.92664 -0.0975
O -0.30019 0.54854 -1.42743 -0.0376
C -1.43933 0.13861 -0.71714 -0.2991
S -1.47677 0.87022 0.98752 0.7971
O -2.27824 -0.04648 1.73991 -0.2425
O -1.97801 2.19950 0.93717 -0.2108
C 0.20958 0.78791 1.77890 -0.4667
F -0.01479 1.21827 3.01992 0.1635
F 0.59193 -0.49241 1.84411 0.1383
C 1.36439 1.64372 1.17561 -0.3645
F 1.91209 1.02280 0.11727 0.1565
F 2.30404 1.68590 2.13527 0.1789
C 1.03807 3.11766 0.81212 -0.5467
F 0.36481 3.71259 1.79662 0.2018
F 0.37801 3.17229 -0.34327 0.1819
F 2.21152 3.74583 0.65523 0.1919
N -1.64631 -1.29080 -0.66287 0.1623
H -0.93323 -3.59683 0.82939 0.1515
H -0.43409 -4.05320 -0.75750 0.1404
H 1.95548 -2.26940 -1.97339 0.1252
H 1.37874 -0.11609 -2.25178 0.1568
H -0.08283 -1.05619 -2.71914 0.1588
H -2.31654 0.58768 -1.17083 0.1656
H -2.25442 -1.65575 -1.38759 0.1922
```

Properties
**SMILES**: NC1=[N+](O)CO[C@H](S(=O)(=O)C(F)(F)C(F)(F)C(F)(F)F)N1
**HOMO level**: -14.87 eV
**Spin multiplicity**: 1
**F_max**: 3.070 eV/Å
**Net charge**: +1

***

A cluster of 2 separate species, C3H7O4S in total. Source: the Open Molecules 2025 dataset; level of theory: ωB97M-V/def2-TZVPD.

Geometry as XYZ:
```
15
Properties=species:S:1:pos:R:3:lowdin_charge:R:1
C -0.61964 1.14971 -0.07407 -0.1212
C 0.29115 0.22556 0.65106 -0.2582
C 1.67807 0.74395 0.81608 -0.5018
O -1.25572 -2.60803 -2.41131 -0.8086
O -2.06370 -1.72301 0.00832 -0.5677
O 2.11990 1.57828 -0.20712 0.0337
O 2.39430 0.32267 1.71888 0.0410
S -0.77617 -2.42152 -0.96714 0.5852
H -0.17139 1.35679 -1.05291 0.0725
H -0.46309 2.19289 0.35271 0.0923
H -1.56373 0.61590 -0.07263 0.0561
H -0.12560 -0.15331 1.68868 0.1621
H 0.39457 -0.75376 0.15330 0.0166
H 3.12845 1.59682 -0.28756 0.1444
H -2.96741 -2.12294 -0.31630 0.0539
```

Properties
**HOMO level**: -1.73 eV
**Spin multiplicity**: 1
**F_max**: 2.988 eV/Å
**ΔE to the lowest compared entry with this formula, charge and spin**: 151.9 kJ/mol
**Net charge**: -1

***

A cluster of 2 separate species, C22H31BO3S3 in total. Source: the Open Molecules 2025 dataset; level of theory: ωB97M-V/def2-TZVPD.

Geometry as XYZ:
```
60
Properties=species:S:1:pos:R:3:lowdin_charge:R:1
C 4.78109 4.22858 -1.54813 -0.0738
O 3.95810 3.18859 -2.13525 -0.1050
C 3.75077 2.04295 -1.42701 -0.2818
C 2.84474 1.07742 -1.94876 -0.0038
C 2.55417 -0.07462 -1.21747 -0.0432
C 3.14916 -0.30900 0.01593 -0.0857
B 2.85543 -1.71491 0.84522 -0.9455
C 4.06598 -2.67229 0.27172 -0.3594
C 5.32230 -2.84247 0.80959 -0.1187
C 6.04731 -3.88598 0.12795 -0.1437
C 5.34855 -4.48716 -0.89767 -0.6043
C 5.82635 -5.56999 -1.78361 -0.1300
S 3.77537 -3.76226 -1.06884 1.0676
O 3.17255 -1.72520 2.24911 0.0573
C 1.97756 -2.16837 2.85557 -0.4771
C 2.27318 -2.87023 4.16985 -0.0038
C 1.15211 -0.93309 3.14707 -0.0902
C 1.26712 -3.06130 1.71529 -0.4616
C 1.83073 -4.47716 1.69797 -0.0249
C -0.26056 -3.12199 1.72092 -0.0104
O 1.62125 -2.35183 0.52935 0.0296
C 4.03477 0.62274 0.53441 -0.0379
C 4.36018 1.78671 -0.17524 -0.0252
H 4.70505 5.05841 -2.24948 0.0845
H 4.40051 4.53374 -0.56163 0.0879
H 5.82966 3.90709 -1.45891 0.0928
H 2.40376 1.24520 -2.92666 0.1064
H 1.88358 -0.81967 -1.65008 0.1165
H 5.75040 -2.26365 1.62727 0.1084
H 7.06051 -4.17692 0.37390 0.0946
H 6.84559 -5.85021 -1.52501 0.0724
H 5.20180 -6.45529 -1.69177 0.0678
H 5.82102 -5.24468 -2.82530 0.0703
H 1.33336 -3.14756 4.65849 0.0876
H 2.88339 -3.76463 4.02333 0.0861
H 2.81991 -2.18870 4.83130 0.0918
H 0.26420 -1.17870 3.74525 0.0416
H 1.75112 -0.16718 3.65457 0.1065
H 0.84188 -0.49089 2.18730 0.0534
H 1.42398 -5.04799 2.55007 0.0907
H 1.53924 -4.98817 0.77115 0.0880
H 2.92718 -4.47861 1.75328 0.0887
H -0.65044 -3.53544 2.65421 0.0853
H -0.69768 -2.13428 1.54730 0.0724
H -0.58472 -3.76703 0.89774 0.0910
H 4.54099 0.43072 1.48253 0.1171
H 5.09016 2.48752 0.23592 0.0937
C -2.03207 3.51769 4.01210 -0.2971
C -2.42814 2.05327 4.05972 -0.4202
S -1.11306 0.87025 3.60387 0.9881
C -0.34270 1.44560 2.21523 -0.7117
S 0.10734 3.06552 2.18764 0.9581
C -1.46801 3.89055 2.65054 -0.4224
H -2.94300 4.10578 4.16885 0.1236
H -1.34081 3.77306 4.81873 0.1212
H -2.70032 1.78192 5.08867 0.0920
H -3.27014 1.86195 3.38482 0.0932
H -0.35444 0.87571 1.28810 0.0705
H -2.19821 3.65406 1.87503 0.0932
H -1.21682 4.95572 2.63504 0.0875
```

Properties
**HOMO level**: -6.24 eV
**Spin multiplicity**: 1
**F_max**: 3.749 eV/Å
**ΔE to the lowest compared entry with this formula, charge and spin**: 168.9 kJ/mol

***

An isolated molecule of CH3N5S. Source: the Open Molecules 2025 dataset; level of theory: ωB97M-V/def2-TZVPD.

Geometry as XYZ:
```
10
Properties=species:S:1:pos:R:3:lowdin_charge:R:1
S 1.64203 1.73607 1.43260 0.6818
N 1.23640 0.16877 0.86590 -0.3300
C 0.25096 0.07727 0.09148 -0.5585
N -0.59539 1.11538 -0.42279 0.0640
N -1.52938 0.58096 -1.07059 0.0074
N -1.47318 -0.76850 -0.99366 -0.0469
N -0.23766 -1.12852 -0.44119 0.0635
H 2.68298 1.26413 2.16762 -0.1478
H -1.66015 -1.20247 -1.88910 0.1347
H -0.31661 -1.84308 0.25973 0.1317
```

Properties
**SMILES**: S/N=c1\nn[nH][nH]1
**HOMO level**: -8.26 eV
**Spin multiplicity**: 1
**F_max**: 0.716 eV/Å
**ΔE to the lowest compared entry with this formula, charge and spin**: 61.4 kJ/mol

***

A cluster of 6 separate species, C10H30ClN2O9 in total. Source: the Open Molecules 2025 dataset; level of theory: ωB97M-V/def2-TZVPD.

Geometry as XYZ:
```
52
Properties=species:S:1:pos:R:3:lowdin_charge:R:1
Cl 1.83384 -2.72207 -0.51900 0.5944
O 1.40311 -3.67222 -1.54232 -0.3952
O 1.32298 -3.09032 0.78722 -0.4044
O 3.24975 -2.54041 -0.50991 -0.3825
O 1.21261 -1.46681 -0.75809 -0.4123
C -4.03105 -3.95134 4.55649 -0.0948
C -4.39522 -3.27241 3.22807 -0.3272
O -5.46021 -3.92701 2.59922 -0.0734
H -3.15353 -3.56193 5.07265 0.0657
H -3.77581 -5.00585 4.66109 0.0682
H -4.75208 -3.70046 5.33448 0.0639
H -3.58714 -3.17115 2.50361 0.1147
H -4.69083 -2.28006 3.56862 0.1028
H -5.69063 -3.31394 1.89734 0.0799
C 5.95474 3.72309 -1.73376 -0.0897
C 6.05155 2.68655 -2.88285 -0.3163
O 6.77416 1.58085 -2.39549 -0.0806
H 5.37940 3.29444 -0.91319 0.0690
H 5.46317 4.62452 -2.09970 0.0607
H 6.83753 4.15780 -1.26490 0.0644
H 6.59409 3.09077 -3.73747 0.0986
H 5.07462 2.40692 -3.27722 0.1087
H 6.16373 0.83994 -2.40028 0.0853
C 5.40210 -0.98874 5.60674 -0.0839
C 4.14408 -0.17918 5.93079 -0.3556
O 2.97557 -0.93015 5.93664 -0.0730
H 5.20477 -1.59519 4.72278 0.0763
H 5.72767 -1.56957 6.46972 0.0676
H 6.19910 -0.29776 5.33208 0.0652
H 4.02461 0.63461 5.21555 0.1051
H 4.23273 0.32539 6.89290 0.1052
H 2.58861 -1.05863 5.06753 0.0931
C 0.57160 4.38892 -3.57989 -0.8376
O 0.98363 5.48071 -3.96301 0.0073
N 0.56960 3.43555 -4.40692 0.1637
N 0.15777 4.06585 -2.40144 0.1718
H 0.77008 3.67438 -5.36758 0.1299
H 0.63619 2.52791 -3.96892 0.1219
H 0.03697 4.88550 -1.82379 0.1201
H 0.25499 3.14816 -1.99098 0.1229
C -5.17647 0.58975 -2.86344 -0.0783
C -6.13104 -0.56261 -2.88030 -0.4865
C -5.40120 -1.86244 -3.06104 -0.0687
O -6.88375 -0.69677 -1.63663 -0.0632
H -4.74936 0.87672 -3.82434 0.0816
H -4.36614 0.48248 -2.14236 0.0855
H -5.51637 1.55947 -2.49986 0.0694
H -6.84710 -0.47764 -3.69770 0.1299
H -6.12957 -2.60798 -3.38000 0.0793
H -4.65116 -2.10341 -2.30773 0.0959
H -4.89031 -1.89167 -4.02345 0.0795
H -7.51635 0.01740 -1.52995 0.0758
```

Properties
**HOMO level**: -5.74 eV
**Spin multiplicity**: 1
**F_max**: 6.330 eV/Å
**ΔE to the lowest compared entry with this formula, charge and spin**: 257.0 kJ/mol
**Net charge**: -1